ORCA calculation (wB97M-V/def2-TZVPD) on 2 unconnected molecules or ions with the total composition C17H25ClN4O2S at a distorted geometry.

Each line ends with the Mulliken charge.
Geometry (Å):
Cl 2.2567 -4.3162 -4.4997  -0.20
C 1.5814 -4.0878 -2.9089  0.14
C 0.8515 -2.9309 -2.6446  -0.59
C 0.3182 -2.7204 -1.3770  -0.34
C 0.5088 -3.6942 -0.3875  -0.42
C 0.0135 -3.4965 1.0469  0.71
C -1.2025 -2.5515 1.2043  -1.08
C -2.1553 -3.3472 2.0873  -0.14
C -1.5856 -3.5381 3.4927  -0.81
C -0.4925 -4.5836 3.2578  -0.92
C -0.5378 -4.7658 1.7397  -0.02
N -1.9752 -4.6695 1.5038  -0.69
C 1.2725 -4.8238 -0.7424  -0.31
N 1.7925 -5.0168 -1.9662  -0.63
H 0.7140 -2.1999 -3.4330  0.42
H -0.2216 -1.8007 -1.1799  0.40
H 0.8588 -3.1034 1.6213  0.44
H -0.9202 -1.5945 1.6532  0.28
H -1.7097 -2.3572 0.2560  0.55
H -3.1816 -2.9620 2.0774  0.51
H -2.3487 -3.9194 4.1780  0.37
H -1.1828 -2.6043 3.8972  0.30
H 0.4873 -4.2424 3.6057  0.36
H -0.7365 -5.5209 3.7672  0.40
H -0.0839 -5.7070 1.4142  0.55
H -2.4851 -5.3793 2.0292  0.29
H 1.4852 -5.5799 0.0056  0.41
C -1.0109 7.3791 -1.6402  -0.94
N -0.2872 6.1104 -1.5981  -0.09
C -0.8623 4.9026 -1.5551  0.21
O -2.0817 4.7652 -1.5248  -0.68
C 0.0754 3.6760 -1.4795  0.26
C -0.6689 2.3366 -1.6373  -1.07
S 0.4609 0.9292 -1.3983  -0.20
N 0.8451 3.6378 -0.2307  -0.14
C 1.8921 4.4111 0.0488  0.75
C 2.5947 4.1569 1.3627  -1.20
O 2.2904 5.2893 -0.7061  -0.72
H -1.6190 7.4277 -2.5458  0.29
H -1.6665 7.4560 -0.7706  0.30
H -0.3060 8.2122 -1.6316  0.35
H 0.7258 6.1381 -1.5313  0.31
H 0.7778 3.7693 -2.3083  0.30
H -1.4698 2.2823 -0.8968  0.43
H -1.1242 2.2859 -2.6276  0.46
H 1.2176 1.1338 -2.4830  0.11
H 0.5993 2.9197 0.4310  0.31
H 1.8763 4.2100 2.1786  0.35
H 3.3655 4.9136 1.5060  0.33
H 3.0543 3.1703 1.3393  0.31

Cartesian forces (eV/Å) of the 6 atoms listed first:
Cl -0.065 -0.133 0.341
C -0.364 -0.290 1.595
C 0.055 0.122 -0.247
C 0.322 -0.739 -0.015
C 0.099 -0.053 0.022
C -0.099 -0.232 -0.352

## Properties
- Kohn-Sham gap: 9.513 eV
- Lowest unoccupied orbital energy: 0.01365 Eh
- SMILES string: Clc1ccc([C@H]2C[C@@H]3CC[C@H]2N3)cn1.CNC(=O)[C@H](CS)NC(C)=O
- Energy: -1890.70777 Ha